[1]
{
  "formula": "C5H7N",
  "method": "wB97M-V/def2-TZVPD",
  "symbols": ["C", "C", "C", "C", "N", "C", "H", "H", "H", "H", "H", "H", "H"],
  "positions_angstrom": [[2.892400, -0.889267, -0.422622], [1.764840, -0.467730, -0.445805], [0.415576, 0.057014, -0.500143], [-0.013989, 1.217385, 0.333641], [-0.437766, -0.122729, 0.664991], [-1.823311, -0.447008, 0.378571], [3.889144, -1.270587, -0.388626], [-0.067365, -0.026224, -1.475434], [-0.742667, 1.896425, -0.112451], [0.694267, 1.674540, 1.019591], [-1.919403, -1.528414, 0.242921], [-2.210330, 0.055212, -0.525560], [-2.441391, -0.148620, 1.230932]],
  "forces_ev_per_a": [[-0.4249, 0.1487, 0.0105], [0.4427, -0.1480, -0.0053], [0.0902, -0.0619, -0.1877], [0.0241, 0.2651, 0.0438], [-0.0340, -0.0506, 0.0566], [-0.1783, -0.0616, -0.0311], [-0.1822, 0.0726, -0.0127], [0.0791, 0.0017, 0.1568], [0.0937, -0.1409, 0.0707], [-0.0899, -0.0838, -0.1238], [0.0084, 0.1492, 0.0224], [0.0893, -0.0468, 0.1216], [0.0816, -0.0437, -0.1220]],
  "nbo_charge": [-0.2218, -0.0184, -0.1705, -0.2332, -0.3713, -0.4154, 0.2354, 0.2156, 0.1911, 0.2121, 0.2062, 0.1647, 0.2056],
  "charge": 0,
  "smiles": "C#C[C@@H]1CN1C",
  "multiplicity": 1,
  "e_above_lowest_kcal_mol": 73.45
}

[2]
{
  "formula": "C33H43NO2",
  "method": "wB97M-V/def2-TZVPD",
  "symbols": ["C", "C", "C", "C", "C", "C", "O", "C", "O", "C", "C", "N", "H", "H", "H", "H", "H", "H", "H", "H", "H", "H", "H", "H", "H", "H", "H", "H", "H", "H", "H", "C", "C", "C", "C", "C", "C", "H", "H", "H", "H", "H", "H", "C", "C", "C", "C", "C", "C", "H", "H", "H", "H", "H", "H", "C", "C", "C", "C", "C", "C", "H", "H", "H", "H", "H", "H", "C", "C", "C", "C", "C", "C", "H", "H", "H", "H", "H", "H"],
  "positions_angstrom": [[-1.797048, 0.865470, -3.231418], [-2.126623, 0.853481, -1.726897], [-0.878096, 0.920807, -0.827101], [-0.707001, -0.320739, 0.061967], [-1.833879, -0.493078, 1.096613], [-1.409624, -0.052574, 2.494997], [-0.671266, 1.176930, 2.443038], [-1.349876, 2.301143, 2.761886], [-2.559010, 2.373982, 2.758330], [-0.378152, 3.412375, 3.075282], [-1.030112, 4.766318, 3.385829], [-0.331048, 5.564845, 4.393698], [-1.627932, -0.164970, -3.556981], [-0.927269, 1.480199, -3.458919], [-2.670398, 1.215676, -3.787478], [-2.684607, -0.063936, -1.513634], [-2.805007, 1.674367, -1.481207], [-0.929742, 1.793980, -0.170125], [0.021439, 1.043305, -1.439220], [0.262735, -0.283823, 0.569168], [-0.691643, -1.193863, -0.600996], [-2.156714, -1.537157, 1.126961], [-2.716908, 0.100189, 0.835011], [-0.739854, -0.795447, 2.934030], [-2.277897, 0.056747, 3.144248], [0.279770, 3.451793, 2.200125], [0.226084, 3.052966, 3.913363], [-1.073853, 5.360001, 2.470632], [-2.045733, 4.599504, 3.742779], [0.597260, 5.820619, 4.085232], [-0.256726, 5.056110, 5.264495], [2.922364, 1.798098, 1.831108], [3.669041, 1.800168, 3.001299], [4.884517, 2.469163, 3.046879], [5.355402, 3.132241, 1.921127], [4.611654, 3.124841, 0.749090], [3.393656, 2.459864, 0.706409], [1.970429, 1.281318, 1.794876], [3.304039, 1.278656, 3.876988], [5.466944, 2.471973, 3.959169], [6.303405, 3.653222, 1.957079], [4.981214, 3.635399, -0.130969], [2.812097, 2.451706, -0.207433], [-6.395058, -2.104680, 4.776660], [-5.775856, -0.976168, 4.256959], [-5.140186, -1.038952, 3.024791], [-5.122252, -2.231296, 2.313735], [-5.737053, -3.361054, 2.835215], [-6.374426, -3.297315, 4.066617], [-6.894696, -2.054575, 5.735492], [-5.788873, -0.046670, 4.811391], [-4.660256, -0.156223, 2.618769], [-4.628725, -2.278926, 1.351142], [-5.719984, -4.291265, 2.281974], [-6.855396, -4.177548, 4.473266], [0.106885, -2.924471, -4.589626], [1.169837, -2.222285, -5.141135], [1.524396, -2.429300, -6.466854], [0.817494, -3.340004, -7.239805], [-0.242535, -4.045023, -6.686762], [-0.598825, -3.836641, -5.361670], [-0.172166, -2.759175, -3.556312], [1.721737, -1.512317, -4.538040], [2.351755, -1.880453, -6.897796], [1.092663, -3.500050, -8.274250], [-0.791631, -4.757203, -7.288998], [-1.426400, -4.385149, -4.930633], [2.973715, -1.915584, -2.390284], [4.061988, -2.533595, -2.990548], [5.351207, -2.118034, -2.685885], [5.552456, -1.083014, -1.782610], [4.464081, -0.460429, -1.187195], [3.175444, -0.878138, -1.490251], [1.968566, -2.244657, -2.622579], [3.905167, -3.340434, -3.695007], [6.199603, -2.602253, -3.152144], [6.557633, -0.760905, -1.542711], [4.617119, 0.346586, -0.482801], [2.326537, -0.394674, -1.021447]],
  "forces_ev_per_a": [[-0.6007, -0.3801, 0.3743], [0.1583, 0.1358, -0.1230], [0.0221, -0.1609, 0.4112], [-0.1796, -0.0241, -0.3772], [-0.0017, 0.2909, 0.1331], [-0.1939, -0.6336, -0.3506], [-0.0538, 0.0893, 0.5745], [-0.6076, 0.0850, -0.3230], [0.6948, -0.0896, 0.1842], [-0.2350, -0.1952, -0.2962], [0.3106, -0.0155, 0.2176], [-0.1733, 0.0363, -0.2168], [0.3135, 0.1630, -0.1406], [-0.0758, 0.0303, -0.0802], [0.2050, 0.0871, -0.1144], [-0.0043, 0.0740, 0.0478], [0.0788, 0.0009, -0.0578], [0.0178, 0.0461, -0.1007], [-0.0552, -0.0008, -0.0114], [-0.0607, -0.0597, -0.0259], [0.0830, 0.0027, 0.0957], [0.0089, 0.0684, 0.2031], [0.1101, -0.0610, -0.2226], [0.1215, 0.1834, -0.0154], [0.0740, 0.0776, 0.0076], [0.1781, 0.1286, 0.2142], [0.0464, 0.1120, -0.0371], [-0.2074, -0.0370, 0.0740], [-0.0330, 0.0137, -0.1415], [0.0655, -0.0652, 0.0650], [0.0902, 0.0180, 0.0256], [-0.0842, -0.0510, -0.0124], [0.0123, 0.0120, 0.0042], [-0.0011, 0.0004, -0.0070], [0.0005, -0.0156, 0.0010], [0.0009, 0.0183, 0.0094], [-0.0259, 0.0260, -0.0281], [-0.0075, 0.0073, 0.0251], [-0.0051, -0.0001, 0.0035], [0.0040, 0.0004, 0.0031], [0.0061, -0.0017, 0.0000], [-0.0023, 0.0090, -0.0010], [-0.0013, 0.0078, -0.0123], [0.0085, -0.0028, -0.0061], [-0.0026, -0.0020, 0.0169], [0.0381, 0.0300, -0.0348], [0.0163, 0.0086, 0.0031], [-0.0008, -0.0054, 0.0055], [0.0016, 0.0035, 0.0029], [0.0032, -0.0015, 0.0067], [-0.0030, 0.0080, -0.0076], [-0.0176, 0.0124, 0.0028], [-0.0040, 0.0015, -0.0082], [-0.0064, -0.0020, -0.0050], [-0.0035, -0.0036, 0.0001], [0.0293, 0.0151, -0.0363], [-0.0273, 0.0982, -0.0716], [-0.0224, -0.0197, -0.0145], [0.0114, -0.0078, 0.0029], [-0.0055, 0.0002, -0.0039], [-0.0088, -0.0131, 0.0136], [-0.0236, -0.0078, 0.0262], [-0.0660, -0.0125, -0.1652], [0.0050, 0.0103, 0.0048], [0.0032, -0.0081, -0.0052], [-0.0062, 0.0001, -0.0026], [-0.0063, -0.0032, -0.0010], [0.0126, 0.0072, 0.1593], [0.0187, -0.0232, -0.0048], [-0.0177, 0.0056, 0.0002], [-0.0251, -0.0026, -0.0205], [0.0267, 0.0064, 0.0222], [-0.0044, 0.0049, 0.0098], [0.0950, -0.0222, 0.1252], [-0.0220, -0.0051, -0.0163], [0.0018, -0.0067, -0.0019], [0.0031, 0.0046, 0.0002], [0.0153, -0.0027, 0.0107], [-0.0098, 0.0019, 0.0135]],
  "mulliken_charge": [-1.2322, -0.4880, -0.0532, -0.5611, -0.3533, -1.0420, -0.1226, 0.3858, -0.6171, -0.0352, -0.6641, -0.6517, 0.2087, 0.3640, 0.3732, 0.2654, 0.3550, -0.0675, 0.4334, 0.1099, 0.3131, 0.2287, 0.3038, 0.3471, 0.6240, 0.0840, 0.2483, 0.3701, 0.3443, 0.2574, 0.2537, 0.1164, -0.6629, -0.3884, -0.4333, -0.5056, -0.5753, 0.4007, 0.4387, 0.3703, 0.3749, 0.3956, 0.4955, -0.3781, -0.5324, -0.2349, -0.3384, -0.4406, -0.3812, 0.3583, 0.3878, 0.4820, 0.3691, 0.3653, 0.3592, -0.0915, -0.4158, -0.6786, -0.4034, -0.3512, -0.6298, 0.3701, 0.7230, 0.3799, 0.3633, 0.3615, 0.3712, -0.6048, -0.5035, -0.4179, -0.5421, -0.2476, -0.1629, 0.6683, 0.4330, 0.3639, 0.3931, 0.2936, 0.3031],
  "charge": 0,
  "smiles": "CCCCCCOC(=O)CCN.c1ccccc1.c1ccccc1.c1ccccc1.c1ccccc1",
  "multiplicity": 1,
  "e_above_lowest_kcal_mol": 2.19
}

[3]
{
  "formula": "C6H15N2O2P",
  "method": "wB97M-V/def2-TZVPD",
  "symbols": ["H", "N", "C", "C", "C", "C", "C", "P", "O", "O", "H", "H", "H", "H", "H", "H", "H", "H", "H", "H", "H", "C", "N", "H", "H", "H"],
  "positions_angstrom": [[1.061851, -1.820852, -0.393868], [0.218378, -1.289338, -0.324266], [0.146527, -0.203355, 0.273509], [-1.092599, 0.598577, 0.414556], [-2.384774, -0.220046, -0.167787], [-2.891383, -1.217894, 0.881966], [-3.465396, 0.861238, -0.316871], [1.704553, 0.621671, 1.046727], [2.305088, 1.425671, -0.305289], [2.638442, -0.662332, 0.792062], [-1.095837, 1.366721, -0.287336], [-1.083721, 0.801030, 1.517929], [-2.242244, -0.519630, -1.209013], [-3.368693, -0.807155, 1.661495], [-2.035152, -1.918293, 1.228326], [-3.508552, -1.760066, 0.252152], [-3.172329, 1.788577, -0.442408], [-4.039068, 0.936186, 0.569942], [-4.080033, 0.511316, -1.088536], [2.083959, 2.292497, -0.336965], [3.500950, -0.536021, 0.552110], [5.443629, -0.396760, -1.027326], [5.250659, -0.247191, 0.218556], [6.409524, -0.103783, -1.460917], [4.868970, -1.159882, -1.475227], [5.898211, 0.301653, 0.809404]],
  "forces_ev_per_a": [[1.0428, 0.3629, 0.4369], [-1.8900, -1.0433, -0.8894], [1.9761, 0.8157, 0.3262], [-1.2419, -3.6487, 0.0097], [1.0769, 3.2620, 2.6705], [4.8065, -2.2919, -3.1802], [-0.8468, -4.3669, 1.2533], [0.2694, -0.3012, -1.0182], [0.4419, -4.0210, 0.3474], [-4.4889, -1.3001, 1.5540], [0.6628, 2.2432, -0.3866], [-0.9020, 0.6200, -1.0494], [0.7559, -0.8642, 0.6550], [-1.6576, 1.6825, 2.7143], [-1.4486, 1.0976, -0.5107], [-1.8733, -1.8645, -0.3713], [1.9328, 4.5464, -1.3684], [-0.8793, -0.1831, 1.0313], [-1.3787, 0.0465, -1.2085], [-1.0083, 4.3231, -0.0663], [4.3794, 0.8221, -0.7185], [2.5243, -0.1211, 2.2072], [-0.5049, 0.2493, 0.2519], [-0.5365, 0.3060, -0.4884], [-1.0446, -0.2349, -1.1034], [-0.1676, -0.1365, -1.0983]],
  "nbo_charge": [0.3683, -0.6324, 0.0309, -0.4993, -0.1726, -0.6048, -0.6023, 1.2226, -0.9842, -1.0241, 0.2260, 0.2256, 0.2181, 0.1965, 0.2114, 0.2090, 0.1956, 0.1929, 0.2003, 0.4749, 0.5088, -0.0184, -0.6372, 0.1562, 0.1774, 0.3608],
  "charge": 0,
  "smiles": "[H]/N=C(/CC(C)C)P(O)O.C=N",
  "multiplicity": 1,
  "e_above_lowest_kcal_mol": 62.82
}

For the records above, the corresponding E values read -249.35619; -1488.48357; -838.87280 hartree.
For the records above, the corresponding lowest unoccupied orbital energy values read 1.13; 0.67; 0.79 eV.